--- A ---
Density functional theory data (ωB97M-V/def2-TZVPD) for the ion C6H6NO4 with charge -1.

Geometry as XYZ:
```
17
C6H6NO4 (ωB97M-V/def2-TZVPD)
C 0.27077 -0.34896 0.24503
C 1.04563 -1.49062 0.50137
C 0.79609 1.02108 0.36178
C -1.59993 0.29397 -0.93381
C 2.32934 0.10118 1.97724
C -2.68811 -0.00356 -1.90323
N -0.90283 -0.63535 -0.46095
O 0.95781 -2.65965 0.23372
O 0.38905 2.00841 -0.28163
O 2.19276 -1.12926 1.35868
O 1.91349 1.21972 1.15330
H -1.32435 1.32755 -0.80642
H 1.86544 0.27308 3.00610
H 3.38516 0.17818 2.05407
H -2.25873 0.44191 -2.89570
H -3.58176 0.52515 -1.69080
H -2.78984 -1.12283 -1.91873
```

- gap between HOMO and LUMO (hartree) = 0.271
- multiplicity = 1
- net charge = -1
- SMILES string = C/C=N/C1=C([O-])OCOC1=O
- E_LUMO (eV) = 3.861



--- B ---
Density functional theory data (ωB97M-V/def2-TZVPD) for a cluster of 2 separate species, C6H6NO4 in total.

Geometry as XYZ:
```
17
C6H6NO4 (ωB97M-V/def2-TZVPD)
C -2.27125 -1.17282 0.28303
C 1.43951 -1.10161 0.55552
C 1.31080 -0.46022 -0.78932
C -0.44988 0.82441 1.04559
C -1.12122 -0.37684 0.47364
C 0.29130 -0.23673 0.30265
N 0.07855 2.14996 -1.94802
O -3.15121 -1.60921 -0.42225
O -1.64805 -1.40464 1.42660
O 0.81697 2.50080 -0.98554
O -1.12701 2.04658 -1.64613
H 1.18399 -2.07125 0.50093
H 2.17419 -0.84982 1.39339
H 2.09540 0.29410 -1.00301
H 1.13864 -0.93096 -1.74011
H -0.50859 1.63588 0.44895
H -0.25215 0.76237 2.10407
```

- gap between HOMO and LUMO (hartree) = 0.263
- multiplicity = 1
- net charge = -1
- E_LUMO (eV) = 3.532



Which of them is the most stable, and which is the least stable? A and B, in that order.



--- A ---
Density functional theory data (ωB97M-V/def2-TZVPD) for an isolated molecule of C2H3BrOS.

Geometry as XYZ:
```
8
C2H3BrOS (ωB97M-V/def2-TZVPD)
C -0.19323 0.42260 -0.76032
C 0.03538 0.21311 0.67987
O 0.72155 -1.02190 0.94585
S -0.74186 1.92237 -1.18304
Br 0.09059 -1.04540 -2.04730
H -0.90915 0.21970 1.10440
H 0.69367 0.92207 0.98264
H 0.30305 -1.63256 0.27790
```

- gap between HOMO and LUMO (hartree) = 0.313
- multiplicity = 1
- SMILES string = OCC(=S)Br
- E_LUMO (eV) = -0.952



--- B ---
Density functional theory data (ωB97M-V/def2-TZVPD) for a structure of composition C2H3BrOS.

Geometry as XYZ:
```
8
C2H3BrOS (ωB97M-V/def2-TZVPD)
C -0.59524 1.44681 0.47481
C -0.11629 0.17870 0.04061
O -0.35527 3.90599 1.36891
S 0.35336 2.64234 1.04723
Br -2.40676 1.87147 0.30720
H -0.91039 -0.55357 0.46553
H -0.30891 0.06852 -0.99334
H 1.00403 0.11645 0.15457
```

- gap between HOMO and LUMO (hartree) = 0.333
- multiplicity = 1
- E_LUMO (eV) = -0.153



Which of them is the most stable, and which is the least stable? A and B, in that order.



--- A ---
Density functional theory data (ωB97M-V/def2-TZVPD) for an isolated molecule of CH3FN2O.

Geometry as XYZ:
```
8
CH3FN2O (ωB97M-V/def2-TZVPD)
C 0.65240 -0.26997 -1.98612
N -0.14190 -0.08616 0.47600
N 0.20185 0.39793 -0.83111
O 1.08231 -1.37252 -2.07793
F 0.65417 0.66139 -2.87903
H -1.13148 -0.35624 0.41039
H 0.30485 -0.92324 0.62548
H -0.37877 1.16642 -0.92147
```

- gap between HOMO and LUMO (hartree) = 0.386
- multiplicity = 1
- SMILES string = NNC(=O)F
- E_LUMO (eV) = 0.738



--- B ---
Density functional theory data (ωB97M-V/def2-TZVPD) for an isolated molecule of CH3FN2O.

Geometry as XYZ:
```
8
CH3FN2O (ωB97M-V/def2-TZVPD)
C 1.06510 -0.62896 0.01367
N -0.35097 -0.53433 0.12448
N 1.49373 0.62821 0.01414
O 1.74814 -1.67291 0.07194
F 2.93556 0.53779 -0.08869
H -0.83988 0.31378 -0.17357
H -0.74188 -1.42741 -0.15698
H 1.20474 1.18703 0.84796
```

- gap between HOMO and LUMO (hartree) = 0.415
- multiplicity = 1
- SMILES string = NC(=O)NF
- E_LUMO (eV) = 0.626



--- C ---
Density functional theory data (ωB97M-V/def2-TZVPD) for a cluster of 3 separate species, CH3FN2O in total.

Geometry as XYZ:
```
8
CH3FN2O (ωB97M-V/def2-TZVPD)
C -0.50233 0.57135 0.31881
N 0.75478 0.30838 0.50008
N -1.65333 0.50910 0.17721
O 2.83951 0.43794 -0.02115
F -2.83683 -1.51283 -0.97936
H 1.16230 0.34084 1.42299
H 2.75734 0.09532 -0.91737
H -2.52144 -0.75010 -0.50121
```

- gap between HOMO and LUMO (spin up / spin down) (hartree) = 0.295 / 0.361
- multiplicity = 1
- E_LUMO (spin up / spin down) (eV) = -3.490 / -1.926



Which of them is the most stable, and which is the least stable? A and C, in that order.



--- A ---
Density functional theory data (ωB97M-V/def2-TZVPD) for the ion C4H8N with charge +1.

Geometry as XYZ:
```
13
C4H8N (ωB97M-V/def2-TZVPD)
C 1.39761 -0.17494 -0.56672
C 0.26008 -0.26202 0.26326
C 0.36167 -1.07721 1.52740
C -1.14375 1.10909 -1.16671
N -0.89829 0.28540 -0.01242
H 2.33273 -0.64089 -0.30320
H 1.36113 -1.00212 1.96049
H 1.23971 0.41172 -1.46639
H -0.30140 -0.64292 2.27895
H 0.10322 -2.13226 1.48701
H -0.84823 0.56752 -2.07437
H -2.17129 1.43397 -1.24294
H -0.45266 1.96100 -1.13489
```

- gap between HOMO and LUMO (hartree) = 0.275
- multiplicity = 1
- net charge = +1
- E_LUMO (eV) = -8.587



--- B ---
Density functional theory data (ωB97M-V/def2-TZVPD) for the ion C4H8N with charge +1.

Geometry as XYZ:
```
13
C4H8N (ωB97M-V/def2-TZVPD)
C -1.08107 -1.31621 0.67650
C -1.03385 -0.22674 -0.37121
C -0.22891 -0.17627 1.03028
C 0.41812 -0.10755 -0.27002
N 1.14588 1.23433 -0.76212
H -1.91127 -1.49980 1.26120
H -0.57494 -2.30448 0.38526
H -1.75108 0.39968 -0.95058
H -0.17144 0.38482 2.07936
H 1.15738 -0.84851 -0.67027
H 0.64883 2.10451 -0.49555
H 1.30708 0.91128 -1.66248
H 2.07526 1.44495 -0.25036
```

- gap between HOMO and LUMO (hartree) = 0.369
- multiplicity = 1
- net charge = +1
- SMILES string = [NH3+][C@@H]1[C@H]2C[C@@H]12
- E_LUMO (eV) = -3.786



Which of them is the most stable, and which is the least stable? B and A, in that order.



--- A ---
Density functional theory data (ωB97M-V/def2-TZVPD) for the ion C2H7N4O with charge +1.

Geometry as XYZ:
```
14
C2H7N4O (ωB97M-V/def2-TZVPD)
C 1.16916 -0.56612 -0.53019
C 0.91716 0.87393 -0.77396
N 1.80669 -1.30728 -1.28806
N 0.32846 -0.90562 0.57213
N -1.74650 0.39540 0.64200
N -0.42872 0.31061 0.92255
O 0.32855 1.33729 0.38419
H 1.76181 1.41567 -0.85057
H 0.34956 0.98865 -1.66163
H 1.80515 -2.26100 -1.03624
H 0.84545 -1.19963 1.42564
H -2.26857 -0.19135 1.29660
H -1.95583 0.31982 -0.45493
H -0.20912 0.50113 1.96429
```

- gap between HOMO and LUMO (hartree) = 0.404
- multiplicity = 1
- net charge = +1
- SMILES string = [H]/N=C1/CO[N@@H+](N)N1
- E_LUMO (eV) = -4.096



--- B ---
Density functional theory data (ωB97M-V/def2-TZVPD) for the ion C2H7N4O with charge +1.

Geometry as XYZ:
```
14
C2H7N4O (ωB97M-V/def2-TZVPD)
C 0.10721 -0.77666 -0.77179
C 1.44033 -1.21306 -0.26662
N -0.85142 -1.55852 -0.97218
N 1.98103 -0.01729 0.38306
N 0.12505 0.68692 -0.76616
N -1.16555 1.27132 -0.09647
O 1.33155 1.11827 -0.24687
H 1.28531 -2.05780 0.39992
H 2.14605 -1.50546 -1.03726
H -1.71219 -1.22775 -1.18242
H 1.64679 -0.05844 1.41567
H -1.26279 1.74897 0.82809
H -1.91572 0.44499 -0.06451
H -1.50907 1.94752 -0.81043
```

- gap between HOMO and LUMO (hartree) = 0.365
- multiplicity = 1
- net charge = +1
- SMILES string = [H]/N=C1/CNON1[NH3+]
- E_LUMO (eV) = -4.653



Which of them is the most stable, and which is the least stable? A and B, in that order.



--- A ---
Density functional theory data (ωB97M-V/def2-TZVPD) for the ion C2H7N4O with charge +1.

Geometry as XYZ:
```
14
C2H7N4O (ωB97M-V/def2-TZVPD)
C 0.60705 0.64649 -0.08739
C -0.54476 -1.76102 0.01292
N -1.72763 0.46275 -0.11081
N 1.75462 0.06109 -0.05523
N -0.64387 -0.27641 -0.14999
N 0.37848 1.92549 0.03618
O -2.75957 -0.14539 -0.05181
H -0.34202 -1.79581 1.12524
H -1.58308 -1.93001 -0.36098
H 0.10573 -2.09850 -0.73754
H 1.64566 -0.89466 0.20293
H 2.53742 0.66530 0.14915
H 1.01237 2.66760 0.27841
H -0.44041 2.47308 -0.25108
```

- gap between HOMO and LUMO (hartree) = 0.359
- multiplicity = 1
- net charge = +1
- SMILES string = CN(N=O)C(N)=[NH2+]
- E_LUMO (eV) = -4.216



--- B ---
Density functional theory data (ωB97M-V/def2-TZVPD) for the ion C2H7N4O with charge +1.

Geometry as XYZ:
```
14
C2H7N4O (ωB97M-V/def2-TZVPD)
C 0.31498 -1.20047 -0.10837
C -0.94991 -0.23564 -0.21646
N -0.85600 0.53551 -1.35290
N 0.10826 0.70965 -1.96623
N 1.39607 -0.44227 -0.87858
N -0.93002 0.78787 0.92335
O 1.93503 0.47874 -0.01178
H 0.49623 -1.20881 0.90732
H 0.10398 -2.02992 -0.70660
H -1.91557 -0.67220 -0.00524
H -1.66042 1.49262 0.75805
H 0.05390 1.11874 0.85011
H -0.95174 0.32534 1.88436
H 2.85522 0.34083 -0.07703
```

- gap between HOMO and LUMO (spin up / spin down) (hartree) = 0.320 / 0.321
- multiplicity = 1
- net charge = +1
- E_LUMO (spin up / spin down) (eV) = -4.396 / -4.395



Which of them is the most stable, and which is the least stable? A and B, in that order.